Molecular formula: C8H11FN2O2
Method: DFT, the ωB97M-V functional and the def2-TZVPD basis

Calculated values
Structure (SMILES) ... CC[C@H](F)[C@H]1C(=O)NC[C@@H]1OC#N
Largest force on an atom ... 0.045 Eh/bohr
Charge ... 0
HOMO-LUMO gap ... 10.82 eV

Geometry (Å):
C (-1.787, -0.883, -1.872)
C (-0.712, 0.197, -2.097)
C (0.569, -0.143, -1.376)
F (1.085, -1.313, -1.846)
C (0.358, -0.172, 0.133)
C (0.276, -1.492, 0.908)
O (0.089, -2.604, 0.476)
N (0.475, -1.140, 2.238)
C (0.651, 0.294, 2.384)
C (1.309, 0.575, 1.036)
O (1.591, 1.944, 0.734)
C (0.525, 2.651, 0.591)
N (-0.458, 3.278, 0.495)
H (-2.353, -0.648, -0.979)
H (-1.342, -1.856, -1.742)
H (-2.458, -0.882, -2.714)
H (-0.519, 0.269, -3.156)
H (-1.071, 1.142, -1.718)
H (1.288, 0.646, -1.582)
H (-0.613, 0.277, 0.351)
H (-0.083, -1.613, 2.929)
H (-0.317, 0.791, 2.442)
H (1.234, 0.605, 3.238)
H (2.262, 0.076, 1.127)


Molecular formula: C6H13N
Method: DFT, the ωB97M-V functional and the def2-TZVPD basis

Calculated values
Largest force on an atom ... 0.005 Eh/bohr
Charge ... 0
HOMO-LUMO gap ... 8.81 eV

Geometry (Å):
C (-1.415, -0.907, -2.575)
C (-0.392, -0.018, -1.873)
C (-0.618, 0.041, -0.391)
N (0.370, 0.410, 0.408)
C (1.552, -0.183, 0.749)
C (0.607, 0.227, 1.825)
C (0.704, 1.473, 2.675)
H (-2.435, -0.543, -2.405)
H (-1.355, -1.933, -2.199)
H (-1.243, -0.923, -3.656)
H (0.629, -0.383, -2.047)
H (-0.437, 0.998, -2.294)
H (0.029, -1.779, 0.022)
H (-1.628, 0.202, -0.017)
H (2.547, 0.183, 0.524)
H (0.842, -1.632, 0.295)
H (0.040, -0.602, 2.269)
H (1.275, 1.265, 3.586)
H (1.215, 2.270, 2.125)
H (-0.286, 1.835, 2.976)


Molecular formula: C42H56BBrN2O5PRuS3Sb
Method: DFT, the ωB97M-V functional and the def2-TZVPD basis

Calculated values
Spin multiplicity ... 2
Largest force on an atom ... 0.012 Eh/bohr
Charge ... +1
HOMO-LUMO gap (alpha / beta) ... 6.52 / 6.94 eV

Geometry (Å):
Ru (-0.572, -2.157, 1.603)
C (2.513, -3.007, 3.553)
O (1.389, -2.142, 3.384)
C (1.055, -1.307, 4.399)
C (1.703, -1.235, 5.604)
C (1.260, -0.320, 6.572)
Br (2.183, -0.217, 8.215)
C (0.187, 0.487, 6.336)
C (-0.495, 0.409, 5.102)
C (-0.072, -0.479, 4.099)
O (-0.641, -0.529, 2.922)
C (-1.655, 1.232, 4.867)
N (-2.350, 1.283, 3.728)
C (-3.418, 2.165, 3.863)
C (-4.417, 2.560, 2.985)
C (-5.343, 3.467, 3.465)
C (-5.274, 3.965, 4.772)
C (-4.275, 3.576, 5.645)
C (-3.348, 2.666, 5.159)
N (-2.240, 2.062, 5.748)
H (2.336, -3.702, 4.376)
H (3.416, -2.423, 3.739)
H (2.612, -3.551, 2.621)
H (2.553, -1.865, 5.821)
H (-0.117, 1.191, 7.098)
H (-2.086, 0.669, 2.959)
H (-4.469, 2.173, 1.976)
H (-6.142, 3.799, 2.817)
H (-6.021, 4.671, 5.106)
H (-4.222, 3.963, 6.653)
H (-1.924, 2.210, 6.690)
S (-3.589, -3.756, -1.226)
Sb (-2.555, -4.829, 0.413)
S (-2.456, -3.158, 2.246)
S (0.255, -4.028, 0.541)
O (-0.433, -0.804, 0.101)
P (-1.169, -0.032, -1.011)
C (-0.552, 1.678, -0.860)
C (-0.458, 2.102, 0.636)
C (-1.325, 3.318, 0.944)
C (-0.914, 4.520, 0.090)
C (-0.644, 4.117, -1.375)
C (-1.247, 2.752, -1.705)
C (-2.956, -0.213, -0.784)
C (-3.390, 0.030, 0.670)
C (-4.903, -0.150, 0.766)
C (-5.652, 0.935, -0.031)
C (-4.744, 1.595, -1.074)
C (-3.869, 0.559, -1.776)
C (-0.683, -0.904, -2.549)
C (0.762, -0.592, -2.973)
C (0.893, 0.600, -3.919)
C (-0.032, 0.454, -5.125)
C (-1.482, 0.277, -4.684)
C (-1.620, -0.932, -3.764)
H (0.473, 1.576, -1.236)
H (0.583, 2.349, 0.860)
H (-0.701, 1.264, 1.290)
H (-1.238, 3.570, 2.004)
H (-2.380, 3.079, 0.771)
H (-0.014, 4.967, 0.517)
H (-1.691, 5.285, 0.137)
H (0.433, 4.073, -1.563)
H (-1.046, 4.867, -2.056)
H (-1.127, 2.545, -2.767)
H (-2.319, 2.773, -1.505)
H (-3.073, -1.288, -0.969)
H (-3.099, 1.039, 0.988)
H (-2.892, -0.685, 1.329)
H (-5.220, -0.153, 1.810)
H (-5.139, -1.142, 0.374)
H (-6.047, 1.704, 0.639)
H (-6.517, 0.493, -0.528)
H (-4.120, 2.354, -0.592)
H (-5.347, 2.122, -1.815)
H (-3.298, 1.030, -2.575)
H (-4.528, -0.165, -2.262)
H (-0.693, -1.914, -2.118)
H (1.134, -1.476, -3.491)
H (1.401, -0.466, -2.093)
H (1.931, 0.676, -4.249)
H (0.666, 1.535, -3.400)
H (0.270, -0.426, -5.703)
H (0.067, 1.317, -5.785)
H (-2.131, 0.148, -5.552)
H (-1.819, 1.185, -4.175)
H (-1.340, -1.822, -4.337)
H (-2.653, -1.089, -3.456)
C (7.793, -3.288, -2.165)
C (6.958, -2.146, -2.766)
C (7.246, -0.848, -2.000)
C (7.388, -1.945, -4.220)
C (5.478, -2.511, -2.643)
C (4.694, -2.830, -3.753)
C (3.360, -3.225, -3.651)
C (2.828, -3.279, -2.386)
O (1.553, -3.639, -1.981)
B (1.586, -3.548, -0.605)
O (2.819, -3.129, -0.138)
C (3.590, -2.962, -1.276)
C (4.904, -2.580, -1.366)
H (8.855, -3.041, -2.211)
H (7.633, -4.216, -2.717)
H (7.530, -3.466, -1.121)
H (8.290, -0.561, -2.136)
H (7.074, -0.957, -0.928)
H (6.619, -0.032, -2.365)
H (8.448, -1.689, -4.249)
H (6.835, -1.131, -4.694)
H (7.256, -2.850, -4.815)
H (5.124, -2.770, -4.742)
H (2.780, -3.483, -4.527)
H (5.469, -2.355, -0.471)


Molecular formula: C2H6N4O
Method: DFT, the ωB97M-V functional and the def2-TZVPD basis

Calculated values
Structure (SMILES) ... [H]/N=C(/N)O/C=N\N
Largest force on an atom ... 0.146 Eh/bohr
Charge ... 0
HOMO-LUMO gap ... 9.42 eV

Geometry (Å):
H (-0.593, 1.733, -1.828)
N (-1.208, 0.810, -1.938)
C (-0.988, 0.034, -0.977)
N (-2.017, -0.961, -0.546)
O (-0.045, -0.009, -0.084)
C (1.392, 0.091, -0.206)
N (2.114, 0.299, 0.890)
N (1.462, 0.274, 1.979)
H (-3.028, -1.060, -0.973)
H (-1.673, -1.507, 0.223)
H (1.820, 0.280, -1.154)
H (0.541, -0.185, 1.910)
H (2.222, 0.200, 2.704)


Molecular formula: C4H13N3O
Method: DFT, the ωB97M-V functional and the def2-TZVPD basis

Calculated values
Largest force on an atom ... 0.069 Eh/bohr
Charge ... 0
HOMO-LUMO gap ... 5.26 eV

Geometry (Å):
C (0.260, 1.007, -0.586)
N (-0.533, 0.047, -0.918)
C (-0.796, -1.221, -0.178)
N (-1.652, -0.918, 0.919)
C (1.670, 1.032, -0.860)
C (2.372, -0.019, -1.288)
O (-3.322, -0.411, -0.943)
N (1.128, 0.316, 2.494)
H (1.080, 0.376, 1.485)
H (-0.235, 1.985, -0.586)
H (-1.443, 0.352, -1.304)
H (0.117, -1.776, 0.031)
H (-1.408, -1.790, -0.869)
H (-2.563, -0.857, 0.341)
H (-1.573, 0.071, 1.154)
H (2.227, 1.822, -0.365)
H (3.442, 0.035, -1.386)
H (1.862, -0.861, -1.736)
H (-3.746, 0.436, -1.100)
H (1.407, -0.626, 2.746)
H (1.706, 1.000, 2.949)


Molecular formula: C2H4N4
Method: DFT, the ωB97M-V functional and the def2-TZVPD basis

Calculated values
Structure (SMILES) ... CC([N+]#N)[N+]#N
Largest force on an atom ... 0.123 Eh/bohr
Charge ... +2
HOMO-LUMO gap ... 11.04 eV

Geometry (Å):
C (1.139, -0.023, 0.189)
C (-0.508, -0.149, 0.275)
N (-1.049, 1.092, -0.225)
N (-1.418, 2.030, -0.623)
N (-0.767, -1.212, -0.499)
N (-1.016, -1.978, -1.232)
H (1.511, 0.219, -0.707)
H (1.359, 1.064, 0.560)
H (1.666, -0.741, 0.885)
H (-0.917, -0.302, 1.377)


Molecular formula: C3H7N2S
Method: DFT, the ωB97M-V functional and the def2-TZVPD basis

Calculated values
Largest force on an atom ... 0.111 Eh/bohr
Charge ... +1
HOMO-LUMO gap ... 9.15 eV

Geometry (Å):
C (-0.633, -0.668, 0.028)
C (0.121, -1.910, -0.104)
C (1.069, 1.205, -0.084)
N (-1.421, 1.220, -0.137)
N (-0.220, 0.598, 0.045)
S (-2.310, -0.233, 0.052)
H (1.084, -1.729, -0.578)
H (0.302, -2.354, 0.877)
H (-0.442, -2.638, -0.688)
H (1.471, 1.064, -1.090)
H (0.968, 2.272, 0.104)
H (1.755, 0.770, 0.643)
H (-1.743, 2.401, 0.933)